51
Properties=species:S:1:pos:R:3 method="wB97M-V/def2-TZVPD" spin_multiplicity=4 relative_energy_kcal_mol=30.2 s_squared=3.79 orbital_gap_ev="4.31 / 4.54" total_charge=+3
Re 0.49 0.95 -3.64
C -3.28 -3.46 -3.64
C -1.94 -2.79 -3.64
C -0.75 -3.53 -3.64
C 0.48 -2.88 -3.64
C 0.50 -1.49 -3.64
Br 2.40 -0.73 -3.64
N -0.67 -0.73 -3.64
C -1.84 -1.40 -3.64
H -3.18 -4.55 -3.64
H -3.84 -3.17 -4.53
H -3.84 -3.17 -2.75
H -0.78 -4.62 -3.64
H 1.40 -3.46 -3.64
H -2.72 -0.78 -3.64
S 0.49 0.95 -1.26
Sb 0.49 0.95 0.77
C 1.20 -0.98 1.35
C 2.47 -1.41 0.95
C 2.94 -2.67 1.33
C 2.13 -3.51 2.10
C 0.85 -3.09 2.49
C 0.39 -1.83 2.12
C 1.81 2.53 1.34
C 1.54 3.84 0.95
C 2.40 4.88 1.32
C 3.53 4.60 2.09
C 3.80 3.28 2.49
C 2.94 2.25 2.12
C -1.54 1.30 1.34
C -1.87 2.42 2.11
C -3.20 2.65 2.49
C -4.20 1.76 2.09
C -3.87 0.64 1.32
C -2.54 0.41 0.95
H 3.10 -0.76 0.35
H 3.92 -3.00 1.02
H 2.49 -4.49 2.39
H 0.23 -3.74 3.09
H -0.60 -1.50 2.43
H 0.66 4.06 0.35
H 2.19 5.89 1.02
H 4.20 5.40 2.38
H 4.68 3.07 3.09
H 3.15 1.23 2.43
H -1.10 3.11 2.42
H -3.45 3.51 3.09
H -5.23 1.93 2.38
H -4.65 -0.05 1.01
H -2.29 -0.46 0.35
H 0.49 2.67 -3.64